Version one
{"formula": "C4H8OS", "method": "the ωB97M-V functional and the def2-TZVPD basis", "elements": ["C", "C", "S", "C", "C", "O", "H", "H", "H", "H", "H", "H", "H", "H"], "positions_angstrom": [[0.95, 1.23, -0.24], [-0.46, 1.35, 0.33], [-1.43, -0.06, -0.19], [-0.37, -1.35, 0.28], [1.08, -1.14, -0.20], [1.61, 0.05, 0.24], [0.87, 1.17, -1.29], [1.60, 2.07, 0.01], [-0.44, 1.41, 1.43], [-0.93, 2.21, -0.15], [-0.63, -2.32, -0.08], [-0.44, -1.41, 1.35], [1.12, -1.19, -1.26], [1.70, -1.92, 0.18]], "homo_lumo_gap_ev": 9.5, "charge": 0, "multiplicity": 1, "lumo_ev": 0.966}

---

Version two
{"formula": "C4H8OS", "method": "the ωB97M-V functional and the def2-TZVPD basis", "elements": ["C", "C", "C", "C", "O", "S", "H", "H", "H", "H", "H", "H", "H", "H"], "positions_angstrom": [[2.25, 0.42, 0.38], [-0.30, -0.11, -0.32], [0.26, -1.48, -0.05], [-2.19, 1.16, 0.19], [-1.56, -0.07, 0.07], [0.88, 1.19, -0.11], [3.10, 1.07, 0.23], [2.32, -0.28, 1.21], [0.87, -1.39, 0.84], [0.99, -1.84, -0.72], [-0.65, -2.21, 0.08], [-3.25, 1.11, 0.31], [-2.17, 1.51, -0.82], [-1.64, 1.82, 0.83]], "homo_lumo_gap_ev": [7.9, 7.2], "charge": 0, "multiplicity": 1, "lumo_ev": [0.592, 0.273]}

---

Energetically preferred structure: version one | next structure: +79.0 kcal/mol

---

Version one
{"formula": "H2N2O3", "method": "the ωB97M-V functional and the def2-TZVPD basis", "elements": ["N", "O", "N", "O", "O", "H", "H"], "positions_angstrom": [[-0.12, -0.09, -1.29], [0.65, 0.03, -0.06], [0.15, -0.17, 1.18], [0.91, 0.10, 2.04], [-0.92, -0.69, 1.21], [0.37, 0.48, -2.01], [-1.04, 0.33, -1.06]], "homo_lumo_gap_ev": 11.3, "charge": 0, "multiplicity": 1, "lumo_ev": 0.661}

---

Version two
{"formula": "H2N2O3", "method": "the ωB97M-V functional and the def2-TZVPD basis", "elements": ["O", "N", "O", "N", "O", "H", "H"], "positions_angstrom": [[-0.91, -0.53, -0.85], [0.16, -0.34, -0.44], [1.17, -0.28, -1.03], [0.35, 0.05, 0.78], [-0.76, 0.96, 1.21], [1.34, 0.31, 0.74], [-0.94, 0.51, 2.24]], "homo_lumo_gap_ev": 11.2, "charge": 0, "multiplicity": 1, "lumo_ev": 0.177}

---

Energetically preferred structure: version one | next structure: +12.1 kcal/mol

---

Version one
{"formula": "C10H7Cl5F6N2O3PdSb", "method": "the ωB97M-V functional and the def2-TZVPD basis", "elements": ["Pd", "C", "C", "N", "O", "C", "C", "N", "O", "H", "H", "H", "H", "H", "H", "H", "Cl", "C", "C", "Cl", "C", "Cl", "C", "O", "C", "Cl", "C", "Cl", "F", "Sb", "F", "F", "F", "F", "F"], "positions_angstrom": [[-0.11, 0.73, 0.09], [-4.50, 1.51, 0.29], [-3.06, 1.11, 0.20], [-2.09, 1.88, 0.52], [-2.42, 3.12, 0.97], [-2.73, -0.23, -0.32], [-3.80, -1.17, -0.78], [-1.48, -0.57, -0.44], [-1.06, -1.61, -0.96], [-4.57, 2.53, 0.65], [-5.04, 0.85, 0.97], [-4.97, 1.44, -0.69], [-1.52, 3.53, 1.17], [-4.32, -0.78, -1.66], [-4.54, -1.34, 0.01], [-3.33, -2.12, -1.04], [5.88, -4.49, -0.96], [4.47, -3.61, -0.44], [4.19, -2.34, -0.96], [5.25, -1.65, -2.15], [3.09, -1.63, -0.53], [2.69, -0.08, -1.16], [2.18, -2.12, 0.47], [1.21, -1.45, 0.87], [2.49, -3.44, 0.94], [1.40, -4.11, 2.11], [3.60, -4.14, 0.51], [3.91, -5.73, 1.14], [-0.17, 0.53, 2.02], [1.39, 2.93, 0.39], [1.13, 4.43, -0.75], [3.13, 2.93, -0.43], [2.35, 3.58, 1.88], [-0.15, 1.20, -1.81], [-0.08, 3.93, 1.40]], "homo_lumo_gap_ev": [6.4, 6.1], "charge": -2, "multiplicity": 2, "lumo_ev": [4.337, 4.038]}

---

Version two
{"formula": "C10H7Cl5F6N2O3PdSb", "method": "the ωB97M-V functional and the def2-TZVPD basis", "elements": ["Pd", "C", "C", "N", "O", "C", "C", "N", "O", "H", "H", "H", "H", "H", "H", "H", "Cl", "C", "C", "Cl", "C", "Cl", "C", "O", "C", "Cl", "C", "Cl", "F", "Sb", "F", "F", "F", "F", "F"], "positions_angstrom": [[0.68, -0.85, -0.79], [1.29, 2.92, 1.45], [1.08, 1.76, 0.53], [0.51, 0.68, 0.88], [0.12, 0.49, 2.16], [1.58, 1.80, -0.83], [2.36, 2.96, -1.36], [1.50, 0.71, -1.55], [1.91, 0.57, -2.71], [0.80, 2.72, 2.40], [0.89, 3.84, 1.02], [2.36, 3.04, 1.62], [0.41, -0.46, 2.24], [3.33, 2.98, -0.85], [1.84, 3.91, -1.20], [2.53, 2.82, -2.42], [-5.98, -3.16, 0.96], [-4.65, -2.27, 0.29], [-3.35, -2.78, 0.35], [-3.08, -4.34, 1.05], [-2.28, -2.07, -0.15], [-0.69, -2.72, -0.09], [-2.43, -0.77, -0.74], [-1.47, -0.08, -1.17], [-3.78, -0.30, -0.80], [-4.03, 1.24, -1.52], [-4.85, -1.03, -0.30], [-6.45, -0.38, -0.40], [0.63, -2.05, -2.53], [2.92, -1.44, 0.30], [3.80, -1.44, 2.01], [4.64, -1.80, -0.59], [2.98, -3.41, 0.55], [3.70, 0.50, 0.36], [1.18, -1.58, 1.83]], "homo_lumo_gap_ev": [6.5, 6.9], "charge": -2, "multiplicity": 2, "lumo_ev": [4.032, 4.031]}

---

Energetically preferred structure: version one | next structure: +2.1 kcal/mol

---

Version one
{"formula": "C7H14N2", "method": "the ωB97M-V functional and the def2-TZVPD basis", "elements": ["C", "C", "C", "C", "C", "C", "C", "H", "H", "H", "H", "H", "H", "H", "H", "H", "H", "H", "H", "H", "H", "N", "N"], "positions_angstrom": [[1.88, -0.20, 0.14], [1.27, 1.18, -0.46], [-1.34, 1.38, -1.03], [-1.44, -0.01, -0.37], [-1.85, -1.36, 0.55], [-0.22, -1.17, 0.72], [1.16, -1.09, 1.31], [1.91, -0.92, -0.71], [2.89, 0.05, 0.50], [2.09, 1.59, -1.07], [1.13, 1.89, 0.36], [0.28, 0.99, -2.27], [-1.54, 2.22, -0.32], [-1.98, 1.56, -1.90], [-0.93, -0.59, -1.15], [-2.19, -2.21, -0.06], [-2.53, -1.26, 1.43], [0.07, -1.58, -0.27], [1.31, -0.51, 2.24], [1.69, -2.04, 1.40], [-1.29, 0.33, 1.64], [0.11, 1.45, -1.39], [-0.51, 0.30, 0.70]], "homo_lumo_gap_ev": 9.3, "charge": 0, "multiplicity": 1, "lumo_ev": 0.961}

---

Version two
{"formula": "C7H14N2", "method": "the ωB97M-V functional and the def2-TZVPD basis", "elements": ["C", "C", "C", "N", "C", "N", "H", "H", "H", "H", "H", "H", "C", "C", "C", "H", "H", "H", "H", "H", "H", "H", "H"], "positions_angstrom": [[-1.40, 0.96, -2.47], [-1.69, 0.52, -1.08], [-1.62, -0.71, -0.48], [-1.87, -0.53, 0.88], [-2.04, 0.82, 1.04], [-1.98, 1.46, -0.09], [-2.00, 0.61, -3.28], [-0.34, 0.70, -2.59], [-1.55, 2.03, -2.58], [-1.60, -1.68, -0.94], [-1.96, -1.22, 1.60], [-2.23, 1.25, 2.01], [3.89, -0.92, 1.58], [2.90, -1.23, 0.36], [2.11, 0.06, 0.11], [3.46, -0.16, 2.23], [4.07, -1.87, 2.07], [4.84, -0.52, 1.21], [3.56, -1.53, -0.44], [2.24, -2.02, 0.77], [1.46, -0.19, -0.70], [1.68, 0.54, 0.98], [2.75, 0.89, -0.23]], "homo_lumo_gap_ev": 9.4, "charge": 0, "multiplicity": 1, "lumo_ev": 0.863}

---

Energetically preferred structure: version two | next structure: +159.5 kcal/mol

---

Version one
{"formula": "C7H14N2", "method": "the ωB97M-V functional and the def2-TZVPD basis", "elements": ["C", "C", "C", "N", "C", "N", "H", "H", "H", "H", "H", "H", "C", "C", "C", "H", "H", "H", "H", "H", "H", "H", "H"], "positions_angstrom": [[-3.03, -0.75, 2.71], [-1.83, 0.10, 2.47], [-0.48, -0.16, 2.62], [0.24, 1.01, 2.60], [-0.76, 1.97, 2.16], [-2.03, 1.48, 2.16], [-3.82, -0.10, 2.70], [-2.99, -1.44, 3.54], [-3.03, -1.45, 1.87], [0.20, -0.97, 2.77], [1.13, 0.97, 2.26], [-0.53, 3.04, 2.05], [2.51, -1.13, -2.96], [1.29, -0.60, -2.28], [0.84, 0.69, -2.96], [2.27, -1.99, -3.57], [3.31, -1.38, -2.23], [2.94, -0.18, -3.49], [0.58, -1.42, -2.06], [1.25, -0.64, -1.17], [1.51, 1.47, -3.01], [0.42, 0.59, -4.02], [0.01, 0.88, -2.17]], "homo_lumo_gap_ev": 9.1, "charge": 0, "multiplicity": 1, "lumo_ev": 0.690}

---

Version two
{"formula": "C7H14N2", "method": "the ωB97M-V functional and the def2-TZVPD basis", "elements": ["H", "N", "N", "C", "C", "C", "C", "H", "H", "H", "H", "H", "H", "H", "H", "H", "C", "C", "C", "H", "H", "H", "H"], "positions_angstrom": [[0.00, -2.03, 2.08], [-0.33, -2.17, 1.13], [0.14, -1.45, 0.32], [1.24, -0.55, 0.22], [1.72, 0.02, 1.63], [2.32, -1.24, -0.52], [0.63, 0.60, -0.59], [1.65, -0.76, 2.49], [2.73, 0.25, 1.51], [1.28, 0.89, 1.99], [2.80, -1.95, 0.11], [2.99, -0.43, -0.89], [1.83, -1.89, -1.30], [1.14, 1.57, -0.42], [0.50, 0.43, -1.67], [-0.38, 0.65, -0.33], [-2.77, -0.29, -0.05], [-3.00, 0.76, -0.49], [-2.94, 2.00, -1.31], [-2.65, -1.23, 0.49], [-4.03, 2.24, -1.65], [-2.62, 2.77, -0.69], [-2.24, 1.80, -2.08]], "homo_lumo_gap_ev": 9.0, "charge": 0, "multiplicity": 1, "lumo_ev": 0.883}

---

Version three
{"formula": "C7H14N2", "method": "the ωB97M-V functional and the def2-TZVPD basis", "elements": ["C", "C", "C", "N", "C", "C", "N", "C", "C", "H", "H", "H", "H", "H", "H", "H", "H", "H", "H", "H", "H", "H", "H"], "positions_angstrom": [[-0.66, -1.02, 0.27], [-2.00, 1.50, 0.88], [2.08, -1.03, 0.17], [-1.37, 1.25, -0.39], [-0.53, 0.12, -0.63], [1.06, 0.08, 0.23], [-0.62, -2.26, -0.33], [0.10, 0.02, -1.89], [1.40, 1.23, 0.85], [-1.08, 2.06, -0.92], [-1.10, -0.91, 1.25], [-0.88, -3.05, 0.25], [-0.95, -2.28, -1.29], [-1.29, 1.48, 1.72], [-2.78, 0.76, 1.09], [-2.47, 2.49, 0.86], [2.36, -1.34, 1.18], [2.98, -0.67, -0.34], [1.76, -1.91, -0.36], [0.20, 0.91, -2.50], [0.59, -0.88, -2.22], [0.79, 2.11, 0.90], [2.40, 1.36, 1.24]], "homo_lumo_gap_ev": [6.8, 6.8], "charge": 0, "multiplicity": 1, "lumo_ev": [0.855, 0.855]}

---

Version four
{"formula": "C7H14N2", "method": "the ωB97M-V functional and the def2-TZVPD basis", "elements": ["C", "C", "C", "C", "N", "C", "N", "H", "H", "H", "H", "H", "H", "H", "H", "C", "C", "H", "H", "H", "H", "H", "H"], "positions_angstrom": [[-0.09, 0.51, 2.63], [1.20, 0.22, 1.86], [1.54, 0.97, 0.64], [0.84, 1.82, -0.19], [1.67, 2.17, -1.25], [2.73, 1.22, -1.16], [2.80, 0.77, 0.04], [0.13, 0.61, 3.70], [-0.94, -0.14, 2.41], [-0.40, 1.56, 2.55], [2.04, 0.24, 2.57], [1.26, -0.86, 1.64], [-0.14, 2.24, -0.08], [1.30, 2.37, -2.17], [3.30, 0.97, -2.03], [-2.59, -1.79, -2.09], [-1.83, -1.89, -0.73], [-3.10, -0.82, -2.00], [-1.90, -1.96, -2.91], [-3.35, -2.58, -2.11], [-1.83, -2.82, -0.17], [-1.89, -0.98, -0.14], [-0.77, -1.81, -1.02]], "homo_lumo_gap_ev": 9.2, "charge": 0, "multiplicity": 1, "lumo_ev": 0.805}

---

Energetically preferred structure: version four | next structure: +29.9 kcal/mol

---

Version one
{"formula": "C7H14N2", "method": "the ωB97M-V functional and the def2-TZVPD basis", "elements": ["H", "N", "C", "C", "C", "N", "H", "C", "C", "C", "C", "H", "H", "H", "H", "H", "H", "H", "H", "H", "H", "H", "H"], "positions_angstrom": [[1.04, 3.30, 2.70], [0.42, 2.67, 2.18], [0.62, 1.42, 2.48], [0.12, 0.26, 1.54], [-0.36, 0.70, 0.20], [-0.63, 1.88, -0.17], [-0.27, 2.58, 0.76], [-0.23, -0.63, -0.86], [-1.51, -0.59, -1.70], [-0.10, -2.03, -0.24], [0.99, -0.34, -1.73], [1.40, 1.15, 3.21], [-0.70, -0.24, 2.07], [1.00, -0.37, 1.46], [-2.40, -0.79, -1.08], [-1.65, 0.37, -2.19], [-1.49, -1.36, -2.48], [-0.15, -2.81, -1.00], [-0.89, -2.22, 0.49], [0.87, -2.16, 0.26], [0.91, 0.64, -2.22], [1.91, -0.34, -1.14], [1.10, -1.09, -2.53]], "homo_lumo_gap_ev": 9.0, "charge": 0, "multiplicity": 1, "lumo_ev": 0.717}

---

Version two
{"formula": "C7H14N2", "method": "the ωB97M-V functional and the def2-TZVPD basis", "elements": ["C", "C", "C", "C", "C", "C", "C", "N", "N", "H", "H", "H", "H", "H", "H", "H", "H", "H", "H", "H", "H", "H", "H"], "positions_angstrom": [[2.20, 0.99, 0.57], [2.52, -0.18, -0.32], [1.77, 1.82, -0.58], [-1.39, 0.47, 1.20], [-1.73, -0.54, 0.43], [-2.28, -1.84, 1.05], [-1.83, -0.57, -1.08], [1.51, 0.45, -1.33], [0.73, -0.06, -2.04], [1.41, 0.71, 1.24], [3.06, 1.42, 1.08], [3.56, -0.25, -0.87], [2.15, -1.17, 0.04], [1.06, 2.57, -0.53], [2.65, 2.19, -1.04], [-1.20, 1.34, 0.64], [-1.42, 0.57, 2.22], [-1.93, -2.85, 0.69], [-3.43, -1.80, 0.86], [-2.02, -1.79, 2.22], [-1.10, 0.28, -1.52], [-2.92, -0.39, -1.35], [-1.37, -1.40, -1.61]], "homo_lumo_gap_ev": 8.6, "charge": 0, "multiplicity": 1, "lumo_ev": 0.916}

---

Energetically preferred structure: version one | next structure: +74.8 kcal/mol